Here is a molecular structure, C21H31ClNO2P2Ru at a distorted geometry from the OMol25 dataset. Energies are from ωB97M-V/def2-TZVPD.

Spin multiplicity: 5
E_HOMO (alpha / beta) (eV): -17.41 / -17.74
E_tot (hartree): -2260.69569
Orbital gap (alpha / beta) (eV): 8.04 / 3.88
Lowest unoccupied orbital energy (alpha / beta) (eV): -9.37 / -13.86
Charge: +3
Expectation value of S²: 6.04
Energy relative to the best compared isomer or geometry (same formula, charge and spin) (eV): 0.2240

Positions of all 59 atoms, in Å:
C  0.322  -0.257  -5.693
C  0.349  -0.136  -4.198
H  1.357  -0.208  -6.060
H  -0.229  0.564  -6.151
H  -0.159  -1.177  -6.048
O  1.361  0.026  -3.543
Cl  -1.265  -0.309  -3.286
Ru  0.061  -0.049  -0.965
P  0.096  2.250  -1.309
C  1.260  3.389  -0.429
C  0.337  2.979  -2.969
H  0.705  4.008  -2.934
H  -1.832  3.876  -1.247
H  -0.549  2.936  -3.603
H  -2.305  2.148  -1.160
H  2.280  3.004  -0.566
H  1.108  2.364  -3.428
C  -1.566  2.890  -0.812
H  1.252  4.423  -0.824
H  -1.681  2.948  0.290
H  1.102  3.435  0.658
P  0.336  -2.368  -1.049
C  1.629  -3.187  0.002
C  -1.285  -2.989  -0.495
H  -0.412  -3.283  -3.193
H  0.929  -4.248  -2.463
H  1.255  -2.655  -3.210
C  0.531  -3.236  -2.634
H  -2.032  -2.375  -1.025
H  -1.410  -4.051  -0.772
H  1.687  -4.274  -0.154
H  1.459  -3.022  1.077
H  -1.438  -2.864  0.589
H  2.627  -2.763  -0.190
C  1.854  -0.212  -0.531
O  2.990  -0.452  -0.328
C  -1.350  3.333  3.559
C  -0.044  3.047  3.167
C  0.237  1.930  2.402
C  -0.782  1.125  1.886
C  -2.135  1.434  2.242
C  -2.381  2.527  3.078
N  -0.286  -0.001  1.142
C  0.016  -1.027  2.077
C  1.299  -1.407  2.555
C  1.401  -2.345  3.588
C  0.263  -2.917  4.172
C  -0.990  -2.571  3.663
C  -1.109  -1.661  2.625
H  -1.551  4.158  4.257
H  0.797  3.633  3.532
H  1.255  1.628  2.118
H  -2.948  0.844  1.814
H  -3.388  2.713  3.430
H  2.190  -1.039  2.020
H  2.382  -2.571  3.994
H  0.368  -3.614  5.012
H  -1.889  -2.963  4.118
H  -2.078  -1.383  2.200

Here is a molecular structure, C21H31CrO18 at a distorted geometry from the OMol25 dataset. Energies are from ωB97M-V/def2-TZVPD.

Spin multiplicity: 5
E_HOMO (alpha / beta) (eV): -9.21 / -10.20
E_tot (hartree): -3217.47438
Orbital gap (alpha / beta) (eV): 7.71 / 8.71
Lowest unoccupied orbital energy (alpha / beta) (eV): -1.50 / -1.50
Charge: +1
Expectation value of S²: 6.00
Energy relative to the best compared isomer or geometry (same formula, charge and spin) (eV): 2.4494

Positions of all 71 atoms, in Å:
Cr  -20.521  -17.486  24.415
O  -22.363  -14.752  26.691
C  -21.768  -15.729  26.016
O  -22.229  -16.188  24.947
O  -20.712  -16.356  26.262
H  -21.822  -14.635  27.475
C  -26.635  -20.033  24.746
C  -25.252  -20.510  24.579
C  -25.137  -20.966  23.145
O  -23.934  -20.331  22.733
C  -23.481  -19.419  23.674
O  -22.488  -18.699  23.509
O  -24.267  -19.520  24.732
H  -27.309  -20.881  24.875
H  -27.058  -19.374  23.988
H  -26.688  -19.533  25.713
H  -25.041  -21.319  25.279
H  -25.905  -20.557  22.489
H  -25.160  -22.053  23.077
C  -20.867  -16.161  18.013
C  -20.765  -15.325  19.272
C  -22.166  -14.882  19.771
O  -22.092  -15.213  21.092
C  -21.137  -16.119  21.322
O  -20.964  -16.805  22.342
O  -20.338  -16.197  20.219
H  -21.084  -15.619  17.092
H  -21.470  -17.052  18.184
H  -19.917  -16.602  17.709
H  -20.183  -14.408  19.179
H  -22.987  -15.442  19.323
H  -22.373  -13.818  19.657
C  -17.554  -19.784  19.034
C  -17.604  -20.314  20.479
C  -16.466  -19.684  21.260
O  -17.081  -19.055  22.381
C  -18.408  -19.223  22.308
O  -19.231  -18.786  23.155
O  -18.714  -19.854  21.194
H  -18.448  -20.064  18.477
H  -16.682  -20.247  18.574
H  -17.488  -18.696  19.020
H  -17.617  -21.390  20.649
H  -15.921  -18.874  20.775
H  -15.671  -20.338  21.617
C  -20.925  -23.473  27.036
C  -21.137  -22.089  27.510
C  -19.924  -21.513  28.207
O  -19.667  -20.294  27.607
C  -20.372  -20.187  26.493
O  -20.408  -19.196  25.707
O  -21.047  -21.317  26.348
H  -19.946  -23.607  26.577
H  -21.607  -23.727  26.225
H  -21.048  -24.250  27.790
H  -22.067  -21.911  28.051
H  -19.109  -22.236  28.238
H  -20.230  -21.306  29.232
C  -16.743  -12.846  26.078
C  -17.419  -13.235  24.744
C  -16.475  -13.738  23.668
O  -17.127  -14.930  23.286
C  -18.161  -15.227  24.012
O  -18.799  -16.294  23.990
O  -18.345  -14.278  24.895
H  -16.217  -13.681  26.540
H  -17.532  -12.369  26.660
H  -16.047  -12.020  25.926
H  -17.883  -12.355  24.298
H  -15.444  -13.908  23.979
H  -16.420  -13.035  22.837

Here is a molecular structure, C21H31EuN5O4S3Si2 at a distorted geometry from the OMol25 dataset. Energies are from ωB97M-V/def2-TZVPD.

Spin multiplicity: 8
E_HOMO (alpha / beta) (eV): -0.45 / -1.29
E_tot (hartree): -3877.61681
Orbital gap (alpha / beta) (eV): 4.39 / 5.23
Lowest unoccupied orbital energy (alpha / beta) (eV): 3.94 / 3.94
Charge: -2
Expectation value of S²: 15.76
Energy relative to the best compared isomer or geometry (same formula, charge and spin) (eV): 0.5137

Positions of all 67 atoms, in Å:
Eu  0.544  -0.408  0.861
O  0.657  1.643  -3.541
C  0.381  0.924  -2.381
O  0.914  1.447  -1.174
C  -0.489  -0.123  -2.335
C  -1.090  -0.698  -3.513
C  -1.842  -1.822  -3.403
C  -2.012  -2.433  -2.144
C  -1.414  -1.851  -1.050
N  -0.691  -0.718  -1.093
C  -1.475  -2.558  0.309
O  -2.345  -3.394  0.499
O  -0.538  -2.234  1.116
H  -0.046  2.284  -3.724
H  -0.921  -0.210  -4.463
H  -2.307  -2.266  -4.274
H  -2.571  -3.346  -2.018
S  -0.237  0.239  3.418
C  1.419  -0.132  3.786
S  2.610  0.060  2.537
C  1.821  -0.511  5.054
C  3.177  -0.698  5.356
N  4.282  -0.825  5.655
C  0.917  -0.751  6.096
N  0.201  -0.990  6.966
C  1.205  -3.713  -2.066
N  1.782  -2.523  -2.656
C  2.498  -1.674  -1.891
S  2.785  -1.988  -0.258
N  3.128  -0.638  -2.461
C  3.094  -0.285  -3.860
H  0.629  -4.240  -2.823
H  0.555  -3.482  -1.215
H  2.014  -4.349  -1.706
H  1.270  -2.120  -3.429
H  3.596  -0.012  -1.819
H  3.130  -1.191  -4.467
H  3.969  0.325  -4.079
H  2.198  0.287  -4.110
C  1.313  3.205  2.009
Si  2.098  3.356  0.292
C  3.583  2.193  -0.001
C  2.676  5.160  0.057
C  0.762  2.894  -1.044
Si  -1.104  3.353  -0.813
C  -1.196  5.257  -0.649
C  -1.817  2.397  0.675
C  -2.202  2.905  -2.332
H  2.064  3.255  2.791
H  0.784  2.252  2.134
H  0.601  4.005  2.186
H  4.353  2.344  0.748
H  4.030  2.333  -0.982
H  3.261  1.154  0.095
H  3.455  5.393  0.776
H  1.864  5.859  0.219
H  3.081  5.338  -0.933
H  1.109  3.327  -1.993
H  -0.886  5.597  0.331
H  -2.208  5.613  -0.812
H  -0.556  5.744  -1.378
H  -1.620  2.895  1.621
H  -1.375  1.383  0.734
H  -2.894  2.265  0.599
H  -1.954  3.485  -3.220
H  -3.244  3.117  -2.098
H  -2.140  1.849  -2.586

Here is a molecular structure, C21H31F5HgP2S at a distorted geometry from the OMol25 dataset. Energies are from ωB97M-V/def2-TZVPD.

Spin multiplicity: 1
E_HOMO (eV): -5.59
E_tot (hartree): -2552.24264
Orbital gap (eV): 4.58
Lowest unoccupied orbital energy (eV): -1.01
Charge: 0
Energy relative to the best compared isomer or geometry (same formula, charge and spin) (eV): 0.0000

Positions of all 61 atoms, in Å:
P  1.462  -1.737  -2.433
P  1.199  1.434  -1.946
C  1.861  -0.629  -3.866
C  2.084  0.849  -3.515
H  1.088  -0.734  -4.654
H  2.777  -1.067  -4.305
H  3.147  1.075  -3.366
H  1.721  1.478  -4.345
C  0.120  2.630  -2.870
H  -0.340  3.350  -2.176
H  -0.653  2.101  -3.442
H  0.781  3.186  -3.559
C  2.077  2.792  -1.034
H  2.254  3.650  -1.696
H  2.996  2.441  -0.541
H  1.360  3.120  -0.251
C  -0.211  -2.453  -2.683
H  -0.482  -3.097  -1.828
H  -0.219  -3.076  -3.590
H  -0.991  -1.682  -2.793
C  2.672  -3.084  -2.609
H  3.686  -2.650  -2.597
H  2.506  -3.605  -3.565
H  2.580  -3.771  -1.754
Hg  2.428  -0.572  -0.611
C  -2.289  1.047  -1.043
C  -2.800  0.577  -2.191
C  -4.010  -0.305  -2.344
C  -4.353  -1.165  -1.082
C  -3.349  -2.238  -0.718
C  -2.278  -2.123  0.060
C  -1.575  -0.852  0.512
C  -2.290  0.487  0.346
C  3.529  -0.066  1.157
H  -1.636  1.925  -1.087
H  -2.347  0.897  -3.150
H  -3.846  -0.969  -3.210
H  -4.910  0.301  -2.586
H  -4.510  -0.480  -0.236
H  -5.284  -1.687  -1.326
H  -3.547  -3.218  -1.173
H  -1.757  -3.026  0.392
H  -0.599  -0.781  0.008
H  -1.327  -0.965  1.578
H  -3.280  0.376  0.793
H  -1.743  1.218  0.979
H  4.022  0.922  1.122
H  4.311  -0.840  1.158
H  2.898  -0.168  2.062
F  0.422  0.488  9.072
C  0.514  0.683  7.741
C  1.626  1.333  7.203
F  2.616  1.757  8.024
C  1.703  1.566  5.836
F  2.784  2.199  5.335
C  0.671  1.170  4.931
S  0.724  1.500  3.297
C  -0.432  0.496  5.530
F  -1.436  0.080  4.727
C  -0.517  0.262  6.896
F  -1.607  -0.347  7.416

- Among the records above, which one has the lowest spin multiplicity?
  C21H31F5HgP2S

- Number 2 is which compound?
  C21H31CrO18

- What is the energy relative to the best compared isomer or geometry (same formula, charge and spin) in the fourth record?
  0.0000 eV